(1)
C26H47Br18N4 | ωB97M-V with the def2-TZVPD basis set

Its net charge is +1. The total energy comes out at -1294439.4280 eV. As for the spin multiplicity: 1. The LUMO energy is -3.51 eV.

Last column: Mulliken charge in e.
Element x y z (Å)
C 5.440 0.155 2.945  0.042
C 4.229 0.563 3.478  -0.301
C 3.747 1.843 3.188  0.299
N 2.523 2.337 3.739  0.137
C 1.317 1.936 3.292  -0.597
N 0.717 2.295 2.098  0.109
C 0.496 0.950 1.455  -0.667
C 0.124 0.120 2.721  0.198
N 0.456 1.072 3.872  -0.117
C 4.568 2.595 2.341  -0.538
C 5.738 2.031 1.857  0.280
N 6.253 0.822 2.116  -0.275
H 5.787 -0.854 3.233  -0.211
H 3.661 -0.109 4.121  0.411
H 2.576 2.974 4.526  0.322
H 1.491 2.774 1.628  0.286
H 1.439 0.638 0.988  0.317
H -0.292 0.994 0.700  0.331
H -0.926 -0.173 2.679  0.500
H 0.812 -0.719 2.899  -0.503
H 0.903 0.490 4.576  0.369
H 4.289 3.610 2.061  0.335
H 6.331 2.643 1.170  -0.032
Br 0.439 -3.033 2.640  -0.100
C -0.575 -3.904 1.220  -0.648
C -0.775 -2.971 0.051  -1.040
Br -2.160 -1.644 0.449  -0.010
H -1.504 -4.250 1.662  0.348
H 0.024 -4.763 0.923  0.442
H -1.132 -3.532 -0.803  0.537
H 0.128 -2.433 -0.211  0.542
Br -0.475 -1.851 -5.741  -0.133
C -2.138 -1.518 -4.793  -0.549
C -1.917 -0.708 -3.546  -0.534
Br -1.168 -1.791 -2.101  0.054
H -2.588 -2.488 -4.597  0.380
H -2.759 -0.968 -5.500  0.230
H -2.870 -0.343 -3.160  0.229
H -1.244 0.131 -3.696  0.422
Br 1.506 5.532 1.906  -0.112
C -0.255 5.834 2.681  -0.227
C -0.171 6.728 3.887  -0.586
Br 0.511 5.756 5.433  -0.160
H -0.675 4.858 2.904  -0.064
H -0.837 6.303 1.891  0.402
H -1.162 7.070 4.177  0.374
H 0.478 7.585 3.739  0.405
Br 4.358 -4.272 1.145  -0.102
C 6.078 -4.897 1.811  -0.614
C 6.212 -4.655 3.290  -0.595
Br 6.579 -2.779 3.667  -0.089
H 6.845 -4.398 1.226  0.364
H 6.098 -5.964 1.596  0.362
H 7.063 -5.201 3.692  0.321
H 5.319 -4.921 3.847  0.384
Br 10.594 2.153 1.379  -0.110
C 9.614 1.201 -0.006  -0.498
C 9.390 2.067 -1.218  -0.587
Br 7.973 3.365 -0.908  -0.127
H 8.689 0.851 0.446  0.271
H 10.238 0.346 -0.260  0.352
H 9.048 1.466 -2.058  0.349
H 10.272 2.627 -1.513  0.387
Br -2.500 1.357 -8.238  -0.132
C -2.110 0.044 -9.624  -0.590
C -3.198 -0.991 -9.719  -0.554
Br -3.073 -2.271 -8.260  -0.133
H -1.138 -0.380 -9.393  0.362
H -2.044 0.615 -10.548  0.348
H -3.089 -1.579 -10.628  0.338
H -4.196 -0.565 -9.684  0.368
Br -7.018 -0.654 1.326  -0.082
C -7.239 -2.515 0.792  -0.758
C -5.975 -3.310 1.061  -0.554
Br -4.519 -2.993 -0.255  -0.148
H -7.552 -2.510 -0.285  0.337
H -8.056 -2.891 1.406  0.392
H -6.179 -4.376 0.987  0.362
H -5.548 -3.086 2.033  0.378
Br -6.409 -1.860 -1.826  -0.015
C -7.279 -1.780 -3.588  -0.653
C -6.271 -1.523 -4.677  -0.573
Br -5.712 0.342 -4.711  -0.161
H -8.053 -1.020 -3.534  0.406
H -7.744 -2.756 -3.721  0.398
H -6.710 -1.707 -5.656  0.403
H -5.370 -2.120 -4.570  0.248
Br -2.591 2.718 2.421  -0.082
C -4.524 2.501 2.277  -0.397
C -5.163 2.407 3.637  -0.639
Br -4.876 0.657 4.437  -0.132
H -4.698 1.624 1.660  0.141
H -4.872 3.387 1.750  0.363
H -6.244 2.513 3.556  0.358
H -4.781 3.142 4.338  0.434

***

(2)
C26H47Cl6N5 | ωB97M-V with the def2-TZVPD basis set

Its net charge is +1. The total energy comes out at -110296.0912 eV. As for the spin multiplicity: 2. The LUMO energy (alpha / beta) is -2.76 / -10.49 eV.

Last column: Mulliken spin population.
Element x y z (Å)
C 5.013 1.509 -1.084  0.000
C 5.506 2.513 -2.179  0.000
C 4.364 2.677 -3.214  0.000
C 3.072 3.279 -2.792  0.000
N 2.075 3.726 -2.400  0.000
H 5.390 0.498 -1.238  0.000
H 3.938 1.325 -1.068  0.000
H 5.272 1.783 -0.061  0.000
H 6.438 2.197 -2.649  0.000
H 5.784 3.492 -1.790  0.000
H 4.141 1.713 -3.672  0.000
H 4.633 3.198 -4.133  0.000
C 0.975 0.795 1.245  -0.001
C 0.422 1.523 -0.013  0.000
C -0.067 0.847 -1.268  0.001
C 0.901 -0.010 -1.908  0.000
N 1.713 -0.623 -2.472  0.000
H 1.418 -0.184 1.062  0.000
H 0.232 0.687 2.035  -0.001
H 1.647 1.462 1.784  0.000
H 1.245 2.085 -0.454  0.000
H -0.331 2.241 0.312  0.000
H -0.269 1.478 -2.133  0.000
H -0.910 0.245 -0.930  -0.001
C -3.790 0.548 -2.641  0.000
C -3.013 0.181 -3.891  0.000
C -3.906 -0.156 -5.087  0.000
C -4.995 -1.168 -4.828  0.000
N -5.869 -1.925 -4.645  0.000
H -4.489 1.342 -2.903  0.000
H -3.186 1.014 -1.863  0.000
H -4.365 -0.213 -2.113  0.000
H -2.424 -0.694 -3.617  0.000
H -2.225 0.839 -4.256  0.000
H -3.343 -0.659 -5.873  0.000
H -4.390 0.743 -5.466  0.000
C 1.388 -2.208 4.009  0.000
C 0.649 -2.866 2.817  -0.007
C 1.526 -3.039 1.601  0.004
C 2.858 -3.627 1.804  0.000
N 3.925 -4.078 1.947  0.001
H 0.652 -2.101 4.806  0.000
H 1.766 -1.197 3.853  0.000
H 2.290 -2.760 4.272  0.001
H -0.230 -2.297 2.514  0.008
H 0.140 -3.767 3.158  0.002
H 1.788 -1.989 1.470  0.000
H 1.107 -3.504 0.709  0.002
C -2.314 2.921 6.385  0.000
C -1.346 3.096 5.242  0.000
C 0.098 2.427 5.306  0.000
C 0.082 1.082 5.980  0.001
N 0.010 0.038 6.437  0.000
H -2.363 1.872 6.679  0.000
H -3.250 3.431 6.157  0.000
H -1.951 3.539 7.206  0.000
H -1.303 4.117 4.863  0.000
H -1.918 2.547 4.494  0.000
H 0.655 3.102 5.956  0.000
H 0.597 2.468 4.338  0.000
Cl 2.529 2.250 -8.600  0.000
C 1.401 2.080 -7.303  0.000
C 1.998 1.567 -5.981  0.000
Cl 0.744 1.313 -4.823  0.000
H 0.677 1.311 -7.571  0.000
H 0.722 2.919 -7.151  0.000
H 2.625 2.337 -5.531  0.000
H 2.591 0.652 -5.981  0.000
Cl -2.859 -3.507 4.618  0.482
C -3.236 -1.792 4.552  0.008
C -2.808 -1.229 3.197  0.061
Cl -3.971 -0.191 2.400  0.141
H -2.688 -1.271 5.337  0.020
H -4.311 -1.726 4.719  0.001
H -2.634 -2.037 2.486  -0.014
H -1.815 -0.795 3.311  0.015
Cl -2.455 -4.990 1.352  0.237
C -1.248 -5.231 0.094  -0.016
C -1.325 -4.253 -1.072  -0.001
Cl -1.112 -2.554 -0.556  0.020
H -1.460 -6.200 -0.359  0.019
H -0.205 -5.240 0.410  0.013
H -2.198 -4.434 -1.700  0.001
H -0.431 -4.494 -1.646  0.003

***

(3)
C26H47NO10S | ωB97M-V with the def2-TZVPD basis set

Its net charge is 0. The total energy comes out at -60511.2452 eV. As for the spin multiplicity: 1. The LUMO energy is 0.20 eV.

Last column: Mulliken charge in e.
Element x y z (Å)
C 0.795 2.385 2.265  -0.162
C 1.889 3.015 1.597  -0.471
C 3.345 3.361 0.936  -0.422
C 4.161 2.084 0.312  0.067
C 3.237 0.974 -0.465  0.749
C 3.111 1.363 -2.075  -0.731
C 1.627 1.905 -2.515  -0.678
C 0.377 0.949 -2.052  -0.312
N -0.224 1.544 -0.771  0.101
C -1.754 1.654 -0.907  0.236
C -2.629 0.644 0.075  -0.544
O -2.304 2.546 -1.738  -0.586
O 5.108 1.444 1.286  -0.412
C 4.380 0.862 2.422  -0.024
O 4.244 1.643 3.530  -0.592
C 3.712 -0.633 2.504  0.725
C 4.604 -1.830 1.820  -0.551
C 3.594 -3.161 1.742  -0.473
S 2.992 -3.501 -0.002  1.156
O 4.031 -3.158 -1.104  -0.593
O 2.637 -5.031 -0.130  -0.634
O 1.525 -2.634 -0.348  -0.395
H -0.108 1.935 2.902  0.322
H 3.174 4.243 0.168  0.435
H 4.024 3.793 1.818  0.363
H 4.882 2.542 -0.523  0.329
H 3.862 -0.043 -0.447  -0.408
H 2.214 0.727 0.043  -0.242
H 3.337 0.364 -2.688  0.332
H 3.899 2.154 -2.431  0.336
H 1.615 1.912 -3.707  0.306
H 1.514 3.042 -2.202  0.280
H 0.759 -0.139 -1.747  0.057
H -0.502 0.876 -2.835  0.415
H 0.079 2.538 -0.641  0.140
H -2.439 -0.444 -0.338  0.118
H -2.116 0.700 1.150  0.128
H -3.759 0.941 0.148  0.289
H 3.413 -0.927 3.609  0.287
H 2.695 -0.580 1.893  -0.410
H 5.518 -2.105 2.508  0.357
H 5.002 -1.534 0.753  0.326
H 2.645 -2.935 2.428  0.097
H 4.177 -4.099 2.136  0.379
H 1.255 -2.260 0.563  0.421
C -4.901 -2.137 -2.655  -0.856
C -5.241 -2.475 -1.228  0.737
O -4.979 -1.702 -0.308  -0.563
C -5.915 -3.797 -0.971  -1.042
H -4.419 -1.154 -2.690  0.266
H -4.208 -2.880 -3.058  0.274
H -5.813 -2.100 -3.256  0.271
H -5.267 -4.614 -1.299  0.294
H -6.872 -3.834 -1.497  0.282
H -6.100 -3.906 0.103  0.350
C -1.451 -1.926 3.638  -1.381
C -0.012 -1.511 3.490  0.682
O 0.512 -1.408 2.381  -0.460
C 0.762 -1.228 4.749  -0.606
H -1.884 -2.097 2.647  0.308
H -1.513 -2.854 4.212  0.385
H -2.017 -1.134 4.134  0.364
H 0.799 -2.125 5.372  0.356
H 0.295 -0.404 5.295  0.398
H 1.786 -0.940 4.489  -0.109
C -6.082 -5.933 -6.076  -1.115
C -6.050 -4.473 -5.713  0.753
O -6.002 -4.107 -4.540  -0.462
C -6.080 -3.477 -6.842  -1.054
H -6.056 -6.535 -5.161  0.275
H -7.003 -6.162 -6.618  0.337
H -5.210 -6.184 -6.685  0.337
H -7.001 -3.596 -7.418  0.331
H -5.208 -3.619 -7.485  0.331
H -6.052 -2.462 -6.431  0.256
C 2.511 6.205 3.610  -0.660
C 2.394 7.178 2.467  0.838
O 2.467 6.801 1.298  -0.538
C 2.185 8.629 2.809  -1.187
H 2.659 5.195 3.213  -0.070
H 3.370 6.466 4.233  0.314
H 1.593 6.217 4.203  0.312
H 3.030 8.997 3.396  0.320
H 1.253 8.748 3.366  0.315
H 2.119 9.213 1.885  0.309

***

(4)
C26H48As2BrIrN2O3 | ωB97M-V with the def2-TZVPD basis set

Its net charge is +2. The total energy comes out at -231407.9655 eV. As for the spin multiplicity: 1. The LUMO energy is -5.96 eV.

Last column: Mulliken charge in e.
Element x y z (Å)
Ir 0.496 -0.754 -0.449  3.494
C -6.460 2.108 -1.976  -1.593
C -6.174 1.075 -0.876  1.699
C -6.825 1.530 0.437  -1.591
C -6.790 -0.261 -1.289  -2.114
C -4.665 0.964 -0.674  -0.462
C -3.963 -0.212 -0.863  -0.027
C -2.598 -0.193 -0.650  0.634
Br -1.632 -1.840 -0.909  -0.248
C -1.852 0.902 -0.249  0.511
O -0.515 0.848 -0.028  -1.697
C -2.554 2.114 -0.066  -1.307
C -3.926 2.083 -0.284  -0.207
C -1.947 3.462 0.363  2.251
C -0.429 3.465 0.573  -2.183
C -2.256 4.510 -0.718  -1.703
C -2.592 3.889 1.691  -1.670
H -7.534 2.175 -2.153  0.467
H -5.977 1.826 -2.913  0.354
H -6.108 3.102 -1.698  0.326
H -7.907 1.589 0.315  0.469
H -6.474 2.516 0.745  0.330
H -6.612 0.826 1.244  0.350
H -7.866 -0.140 -1.412  0.422
H -6.633 -1.032 -0.531  0.399
H -6.391 -0.616 -2.241  0.391
H -4.452 -1.125 -1.175  0.628
H -4.468 3.007 -0.139  0.333
H 0.113 3.168 -0.324  0.406
H -0.144 2.799 1.387  0.244
H -0.128 4.481 0.837  0.572
H -1.810 4.226 -1.674  0.367
H -1.843 5.476 -0.424  0.464
H -3.326 4.644 -0.874  0.329
H -2.392 3.153 2.473  0.263
H -3.672 4.002 1.605  0.355
H -2.182 4.848 2.011  0.468
C 3.932 -0.819 1.939  -0.935
As 3.274 0.705 0.987  0.509
C 2.381 1.883 2.195  -0.727
C 4.726 1.608 0.148  -1.130
O 2.243 0.235 -0.261  -0.716
H 4.677 -0.504 2.669  0.412
H 4.383 -1.511 1.231  0.363
H 3.103 -1.308 2.447  0.226
H 3.077 2.218 2.964  0.543
H 1.544 1.356 2.650  0.040
H 2.007 2.735 1.631  0.287
H 5.415 1.976 0.907  0.422
H 4.328 2.442 -0.427  0.349
H 5.241 0.914 -0.513  0.365
C 0.247 -1.827 -5.040  -1.070
As 1.417 -0.742 -3.993  0.525
C 3.165 -1.513 -3.998  -1.042
C 1.495 1.012 -4.740  -1.064
O 0.816 -0.668 -2.440  -0.261
H 0.596 -1.850 -6.071  0.419
H -0.754 -1.400 -4.997  0.345
H 0.234 -2.836 -4.631  0.356
H 3.529 -1.567 -5.023  0.433
H 3.117 -2.515 -3.576  0.357
H 3.831 -0.889 -3.405  0.285
H 1.816 0.950 -5.779  0.428
H 2.200 1.612 -4.169  0.352
H 0.504 1.459 -4.685  0.365
N 0.274 -1.144 1.479  -1.059
C 0.130 -1.354 2.607  0.781
N -0.049 -1.582 3.869  -0.042
C 0.793 -0.956 4.908  -0.606
C -0.039 0.012 5.736  -0.510
C -1.281 -0.682 6.293  -0.779
C -2.112 -1.297 5.168  -0.439
C -1.273 -2.266 4.350  -0.857
H 1.637 -0.465 4.423  0.339
H 1.184 -1.763 5.532  0.329
H -0.337 0.858 5.108  0.185
H 0.580 0.407 6.543  0.418
H -1.882 0.028 6.859  0.348
H -0.977 -1.466 6.993  0.329
H -2.495 -0.510 4.512  0.257
H -2.974 -1.832 5.569  0.350
H -1.808 -2.661 3.488  0.458
H -0.944 -3.109 4.963  0.340

***

(5)
C26H48BFN2O8PS | ωB97M-V with the def2-TZVPD basis set

Its net charge is +1. The total energy comes out at -70616.1306 eV. As for the spin multiplicity: 1. The LUMO energy is -2.46 eV.

Last column: Mulliken charge in e.
Element x y z (Å)
C 2.969 3.221 5.550  -1.172
C 1.995 3.707 4.488  -0.200
O 2.348 3.255 3.159  -0.375
P 1.946 1.774 2.761  0.894
O 2.401 0.725 3.687  -0.832
C 0.153 1.706 2.584  -1.147
C -0.384 2.400 1.321  -0.248
C -1.901 2.171 1.098  -1.970
C -2.422 1.598 -0.220  -0.319
C -2.340 0.100 -0.600  -1.327
C -2.838 -1.009 0.337  -0.260
C -3.752 -0.566 1.487  -0.649
C -4.560 -1.757 2.010  -1.343
C -5.656 -2.245 1.046  -0.554
C -5.313 -3.608 0.421  -0.540
O -5.697 -4.681 1.246  -0.392
C -7.028 -5.096 1.016  -0.703
C -0.987 -0.107 -1.314  1.358
S 0.362 -0.627 -0.197  -0.042
C -1.018 -1.163 -2.413  -0.611
C 0.144 -1.431 -3.145  -0.873
C 0.088 -2.426 -4.119  -0.598
C -1.115 -3.104 -4.308  -0.586
C -2.209 -2.736 -3.528  -0.338
N -2.176 -1.782 -2.594  -0.296
N -0.712 1.271 -1.865  0.096
C -1.800 2.229 -1.452  -0.074
F -2.688 2.136 -2.528  -0.430
B -1.362 3.768 -1.450  0.679
C -2.289 4.941 -1.009  -1.027
O -0.085 3.965 -1.865  -0.674
O 2.547 1.637 1.304  -0.378
C 3.923 1.152 1.242  -0.344
C 4.014 -0.351 1.101  -0.877
H 3.945 3.070 5.107  0.263
H 2.633 2.273 5.955  0.294
H 3.027 3.953 6.347  0.417
H 0.965 3.464 4.737  0.253
H 2.049 4.790 4.439  0.378
H -0.188 0.682 2.680  0.421
H -0.258 2.257 3.426  0.498
H 0.236 2.172 0.460  0.592
H -0.238 3.465 1.493  0.383
H -2.354 3.157 1.169  0.532
H -2.292 1.610 1.937  0.637
H -3.465 1.906 -0.288  1.029
H -3.039 0.040 -1.435  0.787
H -3.409 -1.685 -0.290  0.222
H -2.038 -1.615 0.751  0.607
H -4.408 0.247 1.187  0.411
H -3.120 -0.257 2.318  0.214
H -4.953 -1.498 2.988  0.534
H -3.856 -2.570 2.186  0.461
H -5.828 -1.534 0.241  0.408
H -6.554 -2.402 1.634  0.390
H -5.770 -3.689 -0.570  0.328
H -4.237 -3.692 0.288  0.325
H -7.237 -5.907 1.705  0.266
H -7.727 -4.288 1.237  0.296
H -7.169 -5.450 -0.004  0.302
H -0.249 -0.542 0.988  0.021
H 1.058 -0.892 -2.942  0.488
H 0.974 -2.668 -4.684  0.474
H -1.193 -3.887 -5.042  0.422
H -3.149 -3.247 -3.668  0.458
H 0.223 1.621 -1.627  0.600
H -0.699 1.271 -2.890  0.579
H -1.967 5.879 -1.456  0.379
H -2.219 5.080 0.070  0.352
H -3.335 4.787 -1.259  0.336
H 0.175 4.887 -1.779  0.323
H 4.460 1.488 2.122  0.326
H 4.344 1.621 0.361  0.410
H 3.139 -0.772 0.616  0.059
H 4.860 -0.580 0.458  0.394
H 4.153 -0.853 2.050  0.283
C 5.671 -0.857 -3.959  -0.631
O 7.060 -1.170 -3.980  -0.317
C 7.514 -1.728 -2.856  0.812
O 6.855 -1.970 -1.878  -0.544
O 8.809 -1.968 -3.007  -0.323
C 9.438 -2.574 -1.872  -0.625
H 5.445 -0.416 -4.926  0.279
H 5.076 -1.759 -3.821  0.285
H 5.450 -0.140 -3.170  0.253
H 8.989 -3.541 -1.657  0.296
H 9.365 -1.925 -1.003  0.297
H 10.481 -2.708 -2.140  0.219